(1)
{"formula": "C73H60CuGeN4O3PS4", "method": "wB97M-V/def2-TZVPD", "homo_lumo_gap_ev": [4.48, 6.70], "lumo_ev": [2.2547, 2.2338], "multiplicity": 2, "e_homo_ev": [-2.23, -4.46], "charge": -1, "elements": ["Cu", "N", "S", "N", "S", "N", "S", "N", "C", "C", "C", "C", "C", "C", "C", "C", "C", "C", "C", "C", "C", "C", "C", "C", "C", "C", "C", "C", "C", "C", "C", "C", "C", "C", "C", "C", "C", "C", "C", "C", "C", "C", "C", "C", "H", "H", "H", "H", "H", "H", "H", "H", "H", "H", "H", "H", "H", "H", "H", "H", "H", "H", "H", "H", "H", "H", "H", "H", "H", "H", "H", "H", "H", "H", "O", "S", "O", "O", "C", "C", "C", "C", "C", "C", "P", "C", "C", "C", "C", "C", "C", "C", "C", "C", "C", "C", "C", "H", "H", "H", "H", "H", "H", "H", "H", "H", "H", "H", "H", "H", "H", "C", "Ge", "C", "C", "C", "C", "C", "C", "C", "C", "C", "C", "C", "C", "C", "C", "C", "C", "C", "C", "H", "H", "H", "H", "H", "H", "H", "H", "H", "H", "H", "H", "H", "H", "H", "H"], "coordinates": [[0.4873, 0.4423, -1.4434], [-0.2908, 0.8554, 0.3698], [-0.2473, 0.1511, 1.6479], [-1.4613, -0.9249, 1.9865], [-1.4510, -2.4925, 1.9732], [-0.9134, -3.3632, 0.7753], [-0.9941, -2.7101, -0.7357], [-0.0509, -1.6593, -1.0327], [-0.7589, -4.2097, -1.6885], [-0.7667, -5.4894, -1.1554], [-0.4043, -6.5588, -1.9660], [-0.0378, -6.3373, -3.2866], [-0.0259, -5.0485, -3.8053], [-0.3752, -3.9720, -3.0026], [-2.7536, -2.3859, -0.9440], [-3.1969, -1.1081, -0.6355], [-4.5450, -0.8030, -0.7452], [-5.4480, -1.7758, -1.1471], [-5.0020, -3.0584, -1.4445], [-3.6534, -3.3689, -1.3470], [-0.6302, -3.0964, 3.3283], [-0.8958, -2.4520, 4.5712], [-0.4330, -3.0164, 5.7366], [0.2874, -4.2178, 5.7258], [0.5277, -4.8551, 4.5021], [0.0809, -4.3262, 3.3110], [-3.1569, -2.8247, 2.1689], [-3.5866, -4.1388, 1.9274], [-4.8797, -4.5018, 2.2421], [-5.7621, -3.5826, 2.8091], [-5.3234, -2.2930, 3.0692], [-4.0289, -1.9030, 2.7587], [-0.5153, 1.3373, 2.9543], [0.4785, 2.2863, 3.1520], [0.2442, 3.3394, 4.0196], [-0.9823, 3.4556, 4.6631], [-1.9777, 2.5166, 4.4374], [-1.7463, 1.4482, 3.5802], [1.2241, -0.7259, 2.2593], [1.8839, -1.5985, 1.4070], [2.8907, -2.4156, 1.9030], [3.2615, -2.3392, 3.2348], [2.6070, -1.4566, 4.0832], [1.5771, -0.6602, 3.6080], [-1.0402, -5.6367, -0.1202], [-0.4005, -7.5627, -1.5613], [0.2542, -7.1718, -3.9118], [0.2751, -4.8756, -4.8304], [-0.3229, -2.9525, -3.3686], [-2.4934, -0.3672, -0.2753], [-4.8815, 0.2017, -0.5105], [-6.5005, -1.5355, -1.2266], [-5.7058, -3.8229, -1.7478], [-3.3141, -4.3673, -1.5819], [-1.4339, -1.5129, 4.5889], [-0.6197, -2.5084, 6.6758], [0.6462, -4.6500, 6.6501], [1.0989, -5.7762, 4.4816], [0.2975, -4.8031, 2.3671], [-2.9023, -4.8521, 1.4880], [-5.2105, -5.5120, 2.0346], [-6.7788, -3.8714, 3.0396], [-6.0019, -1.5688, 3.5033], [-3.6976, -0.8927, 2.9335], [1.4167, 2.2136, 2.6156], [1.0168, 4.0795, 4.1797], [-1.1671, 4.2908, 5.3264], [-2.9392, 2.6134, 4.9251], [-2.5093, 0.7088, 3.3923], [1.5727, -1.6724, 0.3743], [3.3821, -3.1077, 1.2306], [4.0479, -2.9774, 3.6189], [2.8707, -1.4101, 5.1323], [1.0424, -0.0254, 4.2985], [-1.6504, 1.0622, -3.7211], [1.2639, 1.3384, -4.0141], [1.1226, 2.3167, -2.8564], [1.1304, -0.0750, -3.4337], [3.0508, 1.3494, -4.2349], [3.5700, 1.7579, -5.4515], [4.9377, 1.6945, -5.6810], [5.7755, 1.2220, -4.6832], [5.2451, 0.8272, -3.4603], [3.8788, 0.8811, -3.2106], [3.2068, 0.3346, -1.5468], [4.3196, 1.3327, -0.4535], [4.5276, 0.9685, 0.8810], [5.2239, 1.7970, 1.7491], [5.7228, 3.0172, 1.3075], [5.5069, 3.4015, -0.0064], [4.8055, 2.5713, -0.8733], [3.9569, -1.3493, -1.5171], [5.2243, -1.6640, -1.0396], [5.6824, -2.9761, -1.0591], [4.8714, -3.9917, -1.5477], [3.6003, -3.6864, -2.0219], [3.1468, -2.3755, -2.0104], [2.8961, 2.1222, -6.2182], [5.3463, 2.0054, -6.6346], [6.8423, 1.1529, -4.8546], [5.9147, 0.4727, -2.6847], [4.1447, 0.0266, 1.2512], [5.3734, 1.4851, 2.7754], [6.2670, 3.6640, 1.9841], [5.8733, 4.3565, -0.3615], [4.6335, 2.8970, -1.8919], [5.8629, -0.8851, -0.6364], [6.6717, -3.2035, -0.6808], [5.2252, -5.0150, -1.5543], [2.9505, -4.4701, -2.3926], [2.1470, -2.1376, -2.3589], [-1.6802, 1.1966, -2.5174], [-1.3763, 2.9995, -1.6700], [-1.5268, 4.3020, -3.1134], [-0.8433, 5.5167, -3.0493], [-1.0024, 6.4808, -4.0372], [-1.8475, 6.2458, -5.1125], [-2.5195, 5.0347, -5.2031], [-2.3552, 4.0720, -4.2147], [-3.1524, 2.9701, -0.7569], [-3.2336, 2.4731, 0.5508], [-4.4524, 2.3518, 1.2043], [-5.6275, 2.7224, 0.5606], [-5.5702, 3.2139, -0.7349], [-4.3440, 3.3338, -1.3839], [-0.2337, 3.8382, -0.3113], [1.1289, 3.5853, -0.1224], [1.8666, 4.3012, 0.8097], [1.2597, 5.2895, 1.5756], [-0.0898, 5.5484, 1.4076], [-0.8277, 4.8266, 0.4720], [-2.1831, 0.4283, -1.9106], [-0.1705, 5.7111, -2.2230], [-0.4590, 7.4158, -3.9693], [-1.9774, 6.9997, -5.8793], [-3.1657, 4.8342, -6.0491], [-2.8573, 3.1190, -4.3199], [-2.3243, 2.1766, 1.0587], [-4.4859, 1.9695, 2.2185], [-6.5810, 2.6298, 1.0670], [-6.4811, 3.5065, -1.2436], [-4.3234, 3.7289, -2.3930], [1.6155, 2.8257, -0.7127], [2.9182, 4.0805, 0.9375], [1.8374, 5.8521, 2.3003], [-0.5785, 6.3068, 2.0077], [-1.8823, 5.0505, 0.3536]]}


(2)
{"formula": "C4H29NO11", "method": "wB97M-V/def2-TZVPD", "homo_lumo_gap_ev": [11.77, 6.48], "lumo_ev": [-2.6563, -7.9313], "multiplicity": 2, "e_homo_ev": [-14.43, -14.41], "charge": 1, "de_lowest_kcal_mol": 0.0, "elements": ["C", "C", "C", "C", "O", "N", "H", "H", "H", "H", "H", "H", "H", "H", "H", "H", "H", "O", "H", "H", "O", "H", "H", "O", "H", "H", "O", "H", "H", "O", "H", "H", "O", "H", "H", "O", "H", "H", "O", "H", "H", "O", "H", "H", "O"], "coordinates": [[2.7714, 1.6895, -0.3235], [1.6717, 0.8139, -0.8891], [0.5397, 1.5490, -1.6036], [-0.4347, 1.1952, -0.4132], [-1.4948, 0.4919, -0.6884], [0.7407, 0.3255, 0.1994], [2.3570, 2.5637, 0.1856], [3.4090, 2.0238, -1.1397], [3.4119, 1.1066, 0.3397], [2.1036, -0.0025, -1.4584], [0.1930, 1.1034, -2.5352], [0.6807, 2.6169, -1.7703], [-0.5853, 2.0050, 0.3218], [0.6040, -0.6903, 0.1528], [1.0237, 0.5691, 1.1607], [0.9749, -3.0630, 1.3601], [-0.0648, -2.0308, 1.8832], [0.8702, -2.3058, 1.9448], [2.9660, -0.0696, 2.9824], [1.7867, -0.8639, 2.3740], [2.1291, 0.0446, 2.5210], [-1.8291, -0.6980, 0.6861], [-1.3528, -0.4889, 2.1035], [-1.6587, -1.1986, 1.4879], [-2.3087, 3.8095, 2.3107], [-3.0295, 2.4889, 1.9242], [-2.4818, 2.9138, 2.6150], [0.7698, -2.6564, -1.0457], [2.1091, -3.2454, -1.5585], [1.6416, -2.4072, -1.4638], [-3.0971, 1.2046, 0.0592], [-4.0619, 2.3449, -0.3488], [-3.7340, 1.8413, 0.4045], [-1.7026, -0.8401, -2.0159], [-1.0282, -1.5691, -3.1746], [-1.7756, -1.6467, -2.5409], [-1.1980, -2.5835, 0.2245], [-1.2297, -2.7301, -1.3052], [-0.7521, -3.0549, -0.5016], [1.0572, -1.8418, -3.0362], [1.0761, -0.9069, -4.3144], [0.5822, -1.6013, -3.8677], [-1.2168, 1.7278, 2.7651], [0.0979, 1.0372, 3.3611], [-0.5307, 1.0285, 2.6271]]}


(3)
{"formula": "C30H59F4N2O22P", "method": "wB97M-V/def2-TZVPD", "homo_lumo_gap_ev": 8.58, "lumo_ev": -0.0358, "smiles": "CCOCCOCCOC[PH](C[C@H](O)CN)(C[C@H](O)C(F)(F)F)C(=O)NC(=O)F.COC(=O)OC.COC(=O)OC.COC(=O)OC.COC(=O)OC.COC(=O)OC", "e_homo_ev": -8.62, "charge": 0, "de_lowest_kcal_mol": 24.2, "elements": ["C", "C", "O", "C", "C", "O", "C", "C", "O", "C", "P", "C", "C", "O", "C", "N", "C", "C", "O", "C", "F", "F", "F", "C", "O", "N", "C", "O", "F", "H", "H", "H", "H", "H", "H", "H", "H", "H", "H", "H", "H", "H", "H", "H", "H", "H", "H", "H", "H", "H", "H", "H", "H", "H", "H", "H", "H", "H", "C", "O", "C", "O", "O", "C", "H", "H", "H", "H", "H", "H", "C", "O", "C", "O", "O", "C", "H", "H", "H", "H", "H", "H", "C", "O", "C", "O", "O", "C", "H", "H", "H", "H", "H", "H", "C", "O", "C", "O", "O", "C", "H", "H", "H", "H", "H", "H", "C", "O", "C", "O", "O", "C", "H", "H", "H", "H", "H", "H"], "coordinates": [[-2.5148, -9.5906, 3.5191], [-1.8733, -8.1952, 3.7248], [-1.5387, -7.6958, 2.4452], [-0.8998, -6.4130, 2.5267], [-1.4659, -5.5893, 1.3523], [-0.6410, -4.4808, 1.0342], [-0.7708, -4.0984, -0.3298], [-0.7638, -2.5624, -0.4756], [0.4218, -2.1088, 0.1650], [0.8816, -0.8647, -0.3883], [1.6951, 0.1915, 1.0299], [-0.0292, 0.8214, 1.4455], [-0.5565, 1.9768, 0.5608], [-0.3623, 3.2496, 1.1245], [-2.1194, 1.7720, 0.4308], [-2.5276, 0.8957, -0.6790], [2.9059, 0.8206, -0.2289], [3.6703, 2.1461, -0.0965], [4.7354, 2.1257, 0.8395], [2.8536, 3.4508, -0.0445], [3.6964, 4.4203, -0.5150], [2.5152, 3.8535, 1.1502], [1.8421, 3.4592, -0.9000], [2.5185, 0.9813, 2.5730], [2.1013, 1.8782, 3.2394], [3.7552, 0.3689, 3.0193], [4.4242, 1.1716, 3.9841], [4.4401, 0.8559, 5.0826], [5.0731, 2.2951, 3.6460], [-2.0761, -10.0591, 2.6236], [-3.6000, -9.5246, 3.3479], [-2.3534, -10.2715, 4.3663], [-2.6348, -7.5716, 4.2325], [-1.0081, -8.3032, 4.4039], [-1.0967, -5.9401, 3.5007], [0.1833, -6.5962, 2.4137], [-2.4420, -5.1811, 1.6864], [-1.6083, -6.2906, 0.5140], [-1.6475, -4.5623, -0.8080], [0.1400, -4.4442, -0.8595], [-0.8232, -2.2675, -1.5346], [-1.6564, -2.2072, 0.0831], [1.6271, -1.1593, -1.1628], [0.0653, -0.3364, -0.9102], [1.9768, -1.0871, 1.6271], [-0.1735, 1.0052, 2.5222], [-0.6899, -0.0363, 1.2322], [-0.1682, 1.8532, -0.4680], [-0.4384, 3.9397, 0.4522], [-2.5698, 1.4915, 1.3947], [-2.5198, 2.7795, 0.2054], [-2.6322, -0.0438, -0.3058], [-1.8124, 0.8757, -1.3991], [3.6660, 0.0368, -0.4003], [2.3742, 0.8777, -1.1930], [4.2058, 2.2504, -1.0649], [5.0381, 3.0397, 0.9530], [4.3433, 0.1049, 2.2309], [1.7587, 6.4138, -2.9721], [1.2580, 6.1659, -4.2878], [0.0186, 5.6733, -4.3148], [-0.6694, 5.4331, -3.3548], [-0.3281, 5.4902, -5.5923], [-1.6421, 4.9623, -5.7737], [2.7668, 6.8081, -3.0736], [1.1457, 7.1544, -2.4597], [1.8025, 5.4900, -2.3982], [-2.3899, 5.6435, -5.3694], [-1.7300, 3.9801, -5.3101], [-1.8041, 4.8599, -6.8440], [1.2724, 4.4617, 3.8862], [0.7000, 4.8850, 5.1326], [0.0626, 6.0494, 5.0593], [-0.0623, 6.7227, 4.0662], [-0.4179, 6.3455, 6.2738], [-1.1308, 7.5790, 6.3367], [1.7664, 3.5010, 4.0405], [0.4965, 4.3292, 3.1337], [2.0142, 5.1873, 3.5475], [-2.0021, 7.5544, 5.6827], [-0.4808, 8.4137, 6.0753], [-1.4674, 7.7060, 7.3632], [-7.1616, -11.0320, -1.4108], [-5.7667, -10.8989, -1.1398], [-5.4267, -9.7382, -0.5694], [-6.1812, -8.8440, -0.2842], [-4.1070, -9.7448, -0.3721], [-3.5969, -8.5556, 0.2372], [-7.3099, -12.0070, -1.8692], [-7.7392, -10.9868, -0.4881], [-7.4937, -10.2629, -2.1074], [-4.0317, -8.4124, 1.2241], [-3.7875, -7.6880, -0.3956], [-2.5235, -8.6766, 0.3466], [0.8795, -7.7805, -5.0634], [1.8569, -6.8745, -5.5773], [1.8749, -5.6853, -4.9724], [1.1589, -5.3403, -4.0675], [2.8266, -4.9430, -5.5459], [2.9606, -3.6339, -4.9952], [0.9640, -8.7031, -5.6323], [1.0706, -7.9974, -4.0130], [-0.1245, -7.3784, -5.1943], [3.2343, -3.6857, -3.9416], [2.0393, -3.0661, -5.1234], [3.7582, -3.1344, -5.5400], [1.6014, 11.8623, -2.6939], [1.8279, 10.5991, -2.0688], [1.5521, 10.5774, -0.7595], [1.1467, 11.5043, -0.1081], [1.8054, 9.3482, -0.3053], [1.5540, 9.1701, 1.0921], [1.8589, 11.7533, -3.7449], [0.5526, 12.1470, -2.6175], [2.2384, 12.6290, -2.2544], [0.5036, 9.3456, 1.3189], [2.1888, 9.8273, 1.6852], [1.7945, 8.1386, 1.3380]]}